# 1
14
Properties=species:S:1:pos:R:3:nbo_charge:R:1 method="wB97M-V/def2-TZVPD" largest_force_ev_per_a=8.380 relative_energy_kcal_mol=73.5 energy_ha=-721.845559 lumo_ev=0.11 total_charge=0 multiplicity=1
H -2.11 -0.89 -2.55 0.4204
C -0.57 0.24 0.25 0.1191
S -1.45 1.70 0.67 0.1036
H 0.64 -1.27 0.84 0.2416
O 0.71 0.95 -1.12 -0.8916
C 0.25 -0.43 1.40 -0.6602
H 1.21 0.31 -1.44 0.4323
H 1.01 0.34 1.58 0.2291
C -1.38 -0.72 -0.66 0.5842
H -0.40 -0.49 2.21 0.2457
N -1.59 -0.26 -1.93 -0.8480
H -0.89 0.56 -2.12 0.4718
O -1.84 -1.72 -0.08 -0.6010
H -0.29 2.13 1.43 0.1528


# 2
49
Properties=species:S:1:pos:R:3:nbo_charge:R:1 method="wB97M-V/def2-TZVPD" largest_force_ev_per_a=4.693 relative_energy_kcal_mol=4.6 energy_ha=-1427.051694 lumo_ev=2.18 total_charge=-1 multiplicity=1
H 0.75 1.98 3.32 0.4633
H 2.16 -3.16 -2.33 0.4767
O -0.22 -1.15 -0.48 -0.5378
H 2.60 1.64 -2.33 0.4863
O -0.17 2.22 3.25 -0.9698
H 2.43 3.55 0.38 0.4599
O 0.57 -1.08 -3.41 -0.9839
H 1.39 0.88 -1.52 0.4989
O -2.66 -1.46 3.77 -0.9747
H -0.64 2.22 0.53 0.5001
H 1.15 -1.34 -2.72 0.4839
O -2.21 -1.64 -2.22 -0.9552
H 2.62 2.07 0.43 0.5101
O 0.53 -0.48 3.65 -0.9701
O 0.51 0.88 -0.05 -0.5667
H -2.38 -2.00 3.02 0.4916
H 0.60 -4.35 -0.42 0.4475
H -0.47 2.30 -2.36 0.4910
O -0.92 -0.03 1.18 -0.5148
H -0.77 -2.04 1.69 0.4838
H 1.45 -2.48 -1.11 0.4984
O -1.31 -2.80 1.79 -0.9679
H 2.84 0.11 -0.57 0.5028
H -2.00 -1.09 -2.96 0.4690
H 1.24 3.41 -1.13 0.4946
O 2.81 2.84 -0.11 -0.9568
H 2.66 -0.87 0.71 0.4727
H -1.57 -1.32 -1.53 0.4682
O -3.41 -1.69 0.56 -0.9520
H 0.71 4.56 -2.02 0.4781
H -2.67 -0.56 3.51 0.4583
H -1.45 1.19 -2.15 0.4589
O -0.29 -4.11 -0.73 -0.9398
H 0.49 -0.14 -3.33 0.4776
O 2.23 -2.42 -1.72 -0.9614
H -1.45 3.48 0.02 0.4904
H -2.71 -1.09 0.21 0.4911
H -0.31 2.58 2.36 0.4991
O -1.01 3.08 0.78 -1.0006
O 2.16 0.82 -2.12 -1.0006
O -1.02 1.68 -2.86 -0.9646
O 3.14 -0.12 0.32 -0.9959
H -0.61 -3.72 0.08 0.4858
H -3.93 -1.21 1.18 0.4761
O 0.61 3.65 -1.77 -0.9716
N -0.08 -0.17 0.30 0.7188
H 0.66 -0.12 4.53 0.4622
H 0.00 0.16 3.17 0.4974
H -2.03 -2.67 1.22 0.4916


# 3
14
Properties=species:S:1:pos:R:3:nbo_charge:R:1 method="wB97M-V/def2-TZVPD" largest_force_ev_per_a=2.241 relative_energy_kcal_mol=56.2 energy_ha=-456.931399 lumo_ev=0.23 total_charge=0 multiplicity=1
C -0.67 0.27 -1.25 0.2763
C 0.75 -0.29 -0.96 0.5107
H -0.68 0.55 -2.31 0.1608
O 1.33 -1.06 -1.72 -0.4963
H 1.42 0.23 2.40 0.1765
O -0.29 -0.66 1.70 -0.6969
H -0.46 -0.67 2.66 0.4961
O -1.06 1.41 -0.53 -0.7224
O -1.69 -0.69 -1.04 -0.7045
H -2.02 1.43 -0.64 0.4848
H -1.43 -1.15 -0.22 0.4854
C 1.45 0.14 0.28 -0.4044
H 2.44 0.55 0.14 0.2473
C 0.91 -0.06 1.49 0.1866


Which value of multiplicity does entry 2 give?
1